Version one
{"formula": "C3H8N2OS", "method": "ωB97M-V with the def2-TZVPD basis set", "lumo_energy_ha": [-0.014, -0.011], "orbital_gap_ev": [7.46, 9.06], "e_homo_ev": [-7.83, -9.35], "elements": ["C", "C", "C", "N", "N", "O", "S", "H", "H", "H", "H", "H", "H", "H", "H"], "xyz": [[-0.17, 1.50, -0.41], [-0.94, 0.57, 0.63], [-0.40, -1.50, -0.52], [1.16, 1.74, 0.11], [-0.28, -0.69, 0.68], [2.23, -1.75, 1.09], [1.27, -0.72, 1.48], [-0.21, 0.96, -1.43], [-0.69, 2.44, -0.45], [-0.73, 0.95, 1.64], [-1.93, 0.38, 0.25], [0.45, -1.51, -1.22], [-0.61, -2.61, -0.22], [-1.26, -1.28, -1.23], [2.09, 1.51, -0.39]]}

---

Version two
{"formula": "C3H8N2OS", "method": "ωB97M-V with the def2-TZVPD basis set", "lumo_energy_ha": 0.020, "orbital_gap_ev": 8.65, "e_homo_ev": -8.10, "elements": ["C", "C", "C", "N", "N", "O", "S", "H", "H", "H", "H", "H", "H", "H", "H"], "xyz": [[1.73, 0.43, 0.41], [1.12, -0.78, -0.23], [-2.67, -0.81, 0.28], [0.72, 1.65, -1.35], [1.47, 1.67, -0.38], [-1.48, -1.38, -0.18], [-0.51, -0.14, -1.03], [1.09, 0.71, 1.24], [2.81, 0.59, 0.66], [1.77, -0.94, -1.04], [0.84, -1.64, 0.42], [-2.80, -1.07, 1.37], [-3.47, -1.12, -0.43], [-2.47, 0.27, 0.20], [1.86, 2.55, 0.04]]}

---

Version three
{"formula": "C3H8N2OS", "method": "ωB97M-V with the def2-TZVPD basis set", "lumo_energy_ha": 0.027, "orbital_gap_ev": 9.76, "smiles": "NC(=O)NCCS", "e_homo_ev": -9.03, "elements": ["N", "C", "O", "N", "C", "C", "S", "H", "H", "H", "H", "H", "H", "H", "H"], "xyz": [[-0.70, 1.01, -2.09], [-1.50, 0.64, -0.98], [-2.63, 0.32, -1.15], [-0.73, 0.66, 0.19], [-0.43, -0.60, 0.88], [0.83, -0.53, 1.69], [2.37, -0.70, 0.67], [-1.26, 1.18, -2.92], [-0.22, 1.88, -1.94], [-0.93, 1.34, 0.91], [-0.34, -1.44, 0.18], [-1.29, -0.90, 1.51], [0.90, -1.40, 2.34], [0.93, 0.40, 2.24], [1.82, -0.13, -0.41]]}

---

Stability ranking, top entry: version three; the second entry is 93.3 kcal/mol less favorable.

---

Version one
{"formula": "C4H4FN", "method": "ωB97M-V with the def2-TZVPD basis set", "lumo_energy_ha": 0.000, "orbital_gap_ev": 10.42, "smiles": "C/C=C(\\F)C#N", "e_homo_ev": -10.42, "elements": ["C", "C", "C", "F", "C", "N", "H", "H", "H", "H"], "xyz": [[0.27, 0.64, -1.29], [-0.38, -0.08, -0.20], [0.18, -0.37, 0.97], [1.77, -0.20, 0.98], [-0.47, -0.99, 1.99], [-1.08, -1.63, 2.72], [1.38, 0.92, -1.13], [-0.29, 1.61, -1.29], [0.16, 0.24, -2.37], [-1.54, -0.15, -0.37]]}

---

Version two
{"formula": "C4H4FN", "method": "ωB97M-V with the def2-TZVPD basis set", "lumo_energy_ha": 0.007, "orbital_gap_ev": 9.87, "e_homo_ev": -9.67, "elements": ["C", "C", "C", "C", "H", "H", "H", "H", "N", "F"], "xyz": [[-0.33, -0.43, -1.02], [-0.04, 0.20, 0.25], [0.83, -0.62, 0.93], [-0.33, 1.64, 0.65], [0.37, -1.26, -1.42], [-1.47, -0.75, -1.00], [-0.56, 0.50, -2.06], [1.29, -1.53, 0.71], [-0.55, 2.75, 0.71], [0.81, -0.49, 2.25]]}

---

Version three
{"formula": "C4H4FN", "method": "ωB97M-V with the def2-TZVPD basis set", "lumo_energy_ha": 0.030, "orbital_gap_ev": 12.17, "smiles": "N#CC1(F)CC1", "e_homo_ev": -11.35, "elements": ["N", "C", "C", "F", "C", "C", "H", "H", "H", "H"], "xyz": [[2.11, 1.24, -1.53], [1.46, 0.74, -0.73], [0.47, -0.11, 0.43], [1.27, -0.50, 1.44], [-0.96, 0.39, 0.48], [-0.55, -0.86, -0.25], [-1.06, 1.50, 0.06], [-1.43, 0.18, 1.41], [-0.75, -1.87, -0.05], [-0.56, -0.71, -1.26]]}

---

Stability ranking, top entry: version one; the second entry is 12.4 kcal/mol less favorable.

---

Version one
{"formula": "C39H50N12O4PS2ScSi", "method": "ωB97M-V with the def2-TZVPD basis set", "lumo_energy_ha": [0.140, 0.139], "orbital_gap_ev": [4.28, 4.82], "total_charge": -2, "e_homo_ev": [-0.49, -1.03], "elements": ["Sc", "N", "C", "N", "C", "N", "C", "C", "N", "C", "C", "N", "H", "H", "H", "H", "H", "S", "C", "C", "C", "C", "N", "C", "C", "C", "S", "C", "N", "H", "H", "O", "C", "C", "C", "C", "C", "C", "C", "O", "N", "O", "O", "H", "H", "H", "H", "C", "Si", "C", "C", "H", "H", "H", "H", "H", "H", "H", "H", "H", "N", "P", "N", "C", "C", "C", "C", "C", "N", "C", "C", "C", "C", "C", "N", "C", "C", "C", "C", "C", "H", "H", "H", "H", "H", "H", "H", "H", "H", "H", "H", "H", "H", "H", "H", "H", "H", "H", "H", "H", "H", "H", "H", "H", "H", "H", "H", "H", "H", "H"], "xyz": [[0.25, 0.39, -0.61], [-3.39, 1.80, -2.74], [-2.58, 1.97, -1.70], [-1.75, 0.96, -1.64], [-2.11, 0.14, -2.70], [-3.13, 0.64, -3.40], [-1.45, -1.11, -2.87], [-1.69, -1.97, -3.95], [-1.13, -3.15, -4.10], [-0.27, -3.50, -3.07], [-0.01, -2.68, -2.01], [-0.55, -1.45, -1.86], [-4.15, 2.39, -3.04], [-2.63, 2.79, -1.00], [-2.38, -1.64, -4.72], [0.19, -4.48, -3.13], [0.67, -3.00, -1.23], [-2.51, 1.75, 1.81], [-3.33, 0.26, 1.99], [-4.71, 0.23, 2.31], [-5.42, -0.93, 2.51], [-6.82, -0.86, 2.85], [-7.93, -0.78, 3.12], [-4.78, -2.18, 2.38], [-3.42, -2.19, 2.05], [-2.70, -1.01, 1.86], [-0.99, -1.23, 1.41], [-5.48, -3.42, 2.59], [-6.03, -4.41, 2.76], [-5.22, 1.18, 2.42], [-2.92, -3.14, 1.94], [1.59, -0.84, 0.21], [2.59, -1.49, -0.36], [3.17, -1.16, -1.61], [4.37, -1.78, -1.99], [5.04, -1.39, -3.15], [4.53, -0.40, -3.98], [3.33, 0.21, -3.64], [2.62, -0.14, -2.48], [1.49, 0.45, -2.22], [6.30, -2.02, -3.49], [6.88, -1.67, -4.51], [6.75, -2.88, -2.74], [3.02, -2.32, 0.20], [4.81, -2.54, -1.36], [5.07, -0.12, -4.87], [2.90, 0.98, -4.27], [1.52, -1.89, 3.30], [0.05, -0.74, 3.27], [-1.12, -1.19, 4.66], [0.63, 1.01, 3.42], [1.97, -1.89, 4.30], [2.26, -1.56, 2.57], [1.23, -2.92, 3.05], [-0.63, -0.97, 5.62], [-1.38, -2.25, 4.64], [-2.04, -0.61, 4.61], [1.40, 1.09, 4.21], [-0.20, 1.67, 3.65], [1.05, 1.34, 2.47], [0.86, 2.19, 0.16], [1.87, 3.23, -0.31], [1.51, 4.03, -1.76], [2.11, 5.29, -2.20], [1.04, 6.20, -2.81], [0.47, 5.57, -4.09], [0.49, 4.04, -3.98], [0.36, 3.58, -2.54], [2.07, 4.57, 0.74], [0.90, 5.47, 0.80], [0.92, 6.32, 2.08], [2.35, 6.65, 2.47], [3.11, 5.35, 2.81], [2.47, 4.17, 2.09], [3.45, 2.68, -0.45], [4.53, 3.46, -1.05], [5.75, 2.57, -1.28], [6.32, 2.03, 0.05], [5.20, 1.87, 1.08], [3.89, 1.54, 0.37], [2.87, 5.12, -2.98], [2.60, 5.77, -1.36], [1.47, 7.19, -3.02], [0.24, 6.35, -2.08], [1.06, 5.89, -4.95], [-0.55, 5.93, -4.25], [1.42, 3.64, -4.38], [-0.33, 3.60, -4.57], [0.32, 2.50, -2.51], [-0.58, 3.95, -2.11], [-0.04, 4.90, 0.74], [0.94, 6.14, -0.05], [0.43, 5.78, 2.90], [0.34, 7.23, 1.91], [2.38, 7.34, 3.31], [2.83, 7.15, 1.63], [3.11, 5.17, 3.89], [4.16, 5.44, 2.49], [1.60, 3.81, 2.66], [3.16, 3.33, 2.04], [4.81, 4.32, -0.43], [4.20, 3.85, -2.02], [6.51, 3.14, -1.82], [5.45, 1.74, -1.92], [7.09, 2.70, 0.42], [6.79, 1.06, -0.14], [5.09, 2.79, 1.66], [5.44, 1.07, 1.79], [3.09, 1.28, 1.06], [4.06, 0.67, -0.26]]}

---

Version two
{"formula": "C39H50N12O4PS2ScSi", "method": "ωB97M-V with the def2-TZVPD basis set", "lumo_energy_ha": [0.145, 0.145], "orbital_gap_ev": [4.46, 5.12], "total_charge": -2, "e_homo_ev": [-0.50, -1.17], "elements": ["Sc", "N", "C", "N", "C", "N", "C", "C", "N", "C", "C", "N", "H", "H", "H", "H", "H", "S", "C", "C", "C", "C", "N", "C", "C", "C", "S", "C", "N", "H", "H", "O", "C", "C", "C", "C", "C", "C", "C", "O", "N", "O", "O", "H", "H", "H", "H", "C", "Si", "C", "C", "H", "H", "H", "H", "H", "H", "H", "H", "H", "N", "P", "N", "C", "C", "C", "C", "C", "N", "C", "C", "C", "C", "C", "N", "C", "C", "C", "C", "C", "H", "H", "H", "H", "H", "H", "H", "H", "H", "H", "H", "H", "H", "H", "H", "H", "H", "H", "H", "H", "H", "H", "H", "H", "H", "H", "H", "H", "H", "H"], "xyz": [[-0.15, 0.36, 0.24], [-4.04, 2.15, -1.24], [-3.24, 1.89, -0.21], [-2.19, 1.25, -0.64], [-2.39, 1.12, -2.00], [-3.53, 1.67, -2.41], [-1.41, 0.45, -2.80], [-1.44, 0.44, -4.19], [-0.49, -0.08, -4.95], [0.58, -0.61, -4.23], [0.63, -0.61, -2.87], [-0.36, -0.12, -2.08], [-4.93, 2.63, -1.23], [-3.44, 2.18, 0.81], [-2.29, 0.89, -4.69], [1.40, -1.02, -4.81], [1.49, -1.01, -2.36], [-0.93, 2.41, 2.02], [-1.72, 1.33, 3.13], [-2.95, 1.66, 3.71], [-3.59, 0.83, 4.62], [-4.85, 1.24, 5.19], [-5.85, 1.60, 5.63], [-2.99, -0.39, 4.97], [-1.77, -0.73, 4.40], [-1.11, 0.10, 3.49], [0.44, -0.35, 2.85], [-3.61, -1.27, 5.93], [-4.11, -1.97, 6.69], [-3.40, 2.61, 3.46], [-1.30, -1.67, 4.68], [-1.54, -1.04, 0.70], [-2.00, -2.19, 0.43], [-1.35, -3.11, -0.42], [-2.06, -4.20, -0.94], [-1.54, -4.97, -1.94], [-0.28, -4.70, -2.51], [0.47, -3.68, -1.94], [0.00, -2.94, -0.88], [0.87, -2.08, -0.19], [-2.34, -6.09, -2.44], [-3.41, -6.34, -1.92], [-1.83, -6.81, -3.29], [-2.97, -2.47, 0.83], [-3.06, -4.41, -0.57], [0.07, -5.28, -3.35], [1.46, -3.47, -2.33], [3.09, -4.03, -0.23], [2.05, -2.83, 0.76], [1.24, -3.80, 2.12], [3.20, -1.48, 1.31], [3.87, -4.43, 0.44], [3.60, -3.53, -1.06], [2.52, -4.87, -0.62], [1.98, -4.40, 2.66], [0.49, -4.47, 1.70], [0.76, -3.11, 2.81], [4.09, -1.92, 1.76], [2.73, -0.82, 2.04], [3.50, -0.88, 0.45], [1.43, 1.42, -0.47], [1.99, 2.82, -0.63], [3.27, 3.19, 0.40], [4.11, 4.37, 0.35], [5.57, 4.01, 0.59], [5.75, 3.45, 2.01], [4.48, 2.72, 2.48], [3.73, 2.11, 1.30], [2.68, 3.15, -2.18], [4.05, 2.67, -2.39], [4.43, 2.78, -3.88], [3.68, 3.93, -4.53], [2.18, 3.62, -4.53], [1.84, 2.75, -3.32], [0.93, 4.10, -0.42], [1.22, 5.29, 0.36], [-0.07, 5.93, 0.85], [-0.96, 6.36, -0.32], [-0.89, 5.33, -1.47], [-0.46, 3.99, -0.90], [3.82, 5.10, 1.12], [3.98, 4.87, -0.61], [6.20, 4.89, 0.44], [5.89, 3.26, -0.14], [5.99, 4.26, 2.71], [6.60, 2.76, 2.03], [3.81, 3.41, 3.00], [4.73, 1.93, 3.18], [2.86, 1.56, 1.64], [4.38, 1.40, 0.78], [4.18, 1.62, -2.06], [4.73, 3.28, -1.82], [4.19, 1.85, -4.41], [5.52, 2.91, -3.96], [4.04, 4.11, -5.55], [3.87, 4.84, -3.96], [1.90, 3.08, -5.44], [1.60, 4.55, -4.50], [1.99, 1.69, -3.56], [0.79, 2.83, -3.07], [1.78, 6.03, -0.23], [1.83, 5.02, 1.22], [0.17, 6.79, 1.49], [-0.60, 5.20, 1.48], [-0.66, 7.35, -0.68], [-1.99, 6.46, 0.03], [-0.16, 5.65, -2.21], [-1.86, 5.24, -1.98], [-0.53, 3.20, -1.65], [-1.14, 3.70, -0.10]]}

---

Stability ranking, top entry: version one; the second entry is 7.0 kcal/mol less favorable.

---

Version one
{"formula": "C2H6N2OS", "method": "ωB97M-V with the def2-TZVPD basis set", "lumo_energy_ha": 0.027, "orbital_gap_ev": 9.63, "smiles": "NSCC(N)=O", "e_homo_ev": -8.89, "elements": ["N", "S", "C", "C", "N", "O", "H", "H", "H", "H", "H", "H"], "xyz": [[0.44, -1.01, -2.02], [1.30, -0.65, -0.55], [0.04, -0.74, 0.78], [-0.72, 0.74, 0.82], [0.19, 1.68, 0.79], [-1.88, 0.88, 0.62], [-0.48, -0.57, -1.93], [0.26, -2.05, -2.04], [-0.73, -1.55, 0.54], [0.51, -0.90, 1.85], [1.04, 1.37, 0.40], [0.04, 2.79, 0.74]]}

---

Version two
{"formula": "C2H6N2OS", "method": "ωB97M-V with the def2-TZVPD basis set", "lumo_energy_ha": 0.028, "orbital_gap_ev": 10.19, "smiles": "NCC(=O)NS", "e_homo_ev": -9.41, "elements": ["N", "C", "C", "O", "N", "S", "H", "H", "H", "H", "H", "H"], "xyz": [[-0.97, 1.66, -0.47], [-1.13, 0.70, 0.61], [-0.76, -0.69, 0.11], [-1.59, -1.54, -0.14], [0.57, -0.91, -0.18], [1.87, 0.12, 0.11], [-1.69, 1.53, -1.17], [-1.09, 2.62, -0.09], [-0.46, 0.98, 1.48], [-2.18, 0.63, 0.98], [0.74, -1.76, -0.65], [1.65, 1.02, -0.92]]}

---

Stability ranking, top entry: version two; the second entry is 15.4 kcal/mol less favorable.